13
Properties=species:S:1:pos:R:3:forces:R:3 method="wB97M-V/def2-TZVPD" orbital_gap_ev="8.19 / 7.41" total_energy_ev=-17592.3634 homo_energy_ev="-8.538 / -8.168" multiplicity=1 relative_energy_ev=5.566
C -0.53756 -1.51446 0.27297 -1.3 0.2 1.9
C -1.17174 -0.24683 -0.29339 0.5 0.1 -0.9
C 0.28719 -0.57078 -0.42748 0.5 -0.1 -2.6
N 1.41319 2.39202 1.02246 -1.2 -0.7 -0.1
O -2.16470 -0.28175 -1.31773 1.5 -2.0 -1.0
S 2.34629 1.37188 0.13683 0.7 -1.0 -0.8
H -0.51613 -1.44142 1.35865 -0.1 -0.5 0.0
H -0.85798 -2.47452 -0.13603 0.4 0.1 0.1
H -1.36256 0.59631 0.35166 -0.5 -0.2 0.4
H 0.74778 -0.92894 -1.36956 -0.1 0.8 0.6
H 1.57405 2.28373 2.01712 -0.3 0.1 0.0
H 0.46610 2.11491 0.71413 0.3 1.2 0.8
H -1.97389 -1.08434 -1.93141 -0.4 2.1 1.6